(1)
DFT (ωB97M-V/def2-TZVPD) results for 13 unconnected molecules or ions with the total composition C52H118N8O23 at a distorted geometry.

Relative energy (zero: lowest compared OMol25 entry of this formula, charge and spin)   0.0 kJ/mol
Multiplicity   1

Positions of all 201 atoms, in Å:
C -12.302 -16.074 3.345
C -10.969 -15.841 3.998
C -10.468 -14.417 3.891
O -9.967 -14.168 5.210
C -10.265 -15.153 6.090
O -9.936 -15.246 7.228
O -11.034 -16.064 5.425
H -13.087 -15.476 3.800
H -12.650 -17.150 3.428
H -12.276 -15.815 2.285
H -10.239 -16.560 3.594
H -11.205 -13.608 3.650
H -9.603 -14.324 3.162
C -18.507 -19.458 13.745
C -17.616 -20.546 13.299
C -16.547 -20.308 12.197
O -15.535 -21.236 12.636
C -15.598 -21.374 13.984
O -14.741 -21.858 14.658
O -16.805 -20.945 14.403
H -19.279 -19.235 12.975
H -17.908 -18.557 13.983
H -19.031 -19.797 14.651
H -18.172 -21.437 12.978
H -16.176 -19.261 12.095
H -17.008 -20.620 11.186
C -14.027 -22.546 9.602
C -13.479 -22.166 8.226
C -12.000 -22.640 8.108
O -12.194 -23.940 7.498
C -13.364 -23.952 6.839
O -13.750 -24.785 6.093
O -14.110 -22.857 7.172
H -13.917 -23.591 9.656
H -15.064 -22.301 9.719
H -13.430 -22.038 10.423
H -13.574 -21.121 7.906
H -11.501 -22.751 9.050
H -11.391 -22.011 7.404
C -15.633 -27.516 5.630
C -16.018 -27.389 7.058
C -16.050 -25.965 7.616
O -17.290 -25.946 8.439
C -18.098 -26.862 7.864
O -19.297 -26.928 8.133
O -17.452 -27.710 7.051
H -15.759 -28.514 5.202
H -14.559 -27.279 5.489
H -16.198 -26.802 5.084
H -15.453 -28.046 7.679
H -16.111 -25.173 6.842
H -15.217 -25.832 8.299
C -7.291 -19.563 8.563
C -8.503 -19.273 9.355
C -9.065 -17.805 9.309
O -10.424 -17.967 8.809
C -10.692 -19.257 8.625
O -11.763 -19.671 8.224
O -9.615 -20.036 8.862
H -7.418 -19.509 7.512
H -6.970 -20.572 8.773
H -6.462 -18.910 8.874
H -8.397 -19.567 10.418
H -8.500 -17.175 8.569
H -9.028 -17.287 10.312
C -15.206 -15.846 6.846
C -13.769 -16.267 7.228
C -13.005 -15.180 7.849
O -12.697 -14.202 6.880
C -12.161 -13.031 7.517
N -13.918 -17.365 8.198
H -15.673 -15.871 7.869
H -15.588 -16.657 6.244
H -15.199 -14.941 6.323
H -13.312 -16.606 6.298
H -12.107 -15.634 8.248
H -13.510 -14.713 8.670
H -11.820 -12.305 6.760
H -11.414 -13.401 8.194
H -12.964 -12.579 8.088
H -14.489 -18.105 7.708
H -13.016 -17.810 8.511
C -15.160 -27.955 11.298
C -15.217 -26.661 12.203
C -16.021 -25.485 11.568
O -16.444 -24.660 12.560
C -17.639 -24.003 12.149
N -15.861 -27.072 13.423
H -14.781 -27.786 10.295
H -16.206 -28.328 11.286
H -14.602 -28.744 11.795
H -14.163 -26.278 12.391
H -16.880 -25.916 11.030
H -15.392 -24.946 10.799
H -18.301 -23.827 13.014
H -18.210 -24.753 11.587
H -17.407 -23.113 11.451
H -15.873 -26.360 14.130
H -15.593 -27.935 13.835
C -18.952 -16.238 10.433
C -18.198 -14.942 10.680
C -17.656 -15.058 12.112
O -18.669 -15.044 13.106
C -18.230 -15.424 14.398
N -17.153 -14.574 9.729
H -18.244 -17.039 10.268
H -19.681 -16.146 9.622
H -19.552 -16.604 11.335
H -18.864 -14.053 10.663
H -16.962 -14.278 12.341
H -17.164 -16.000 12.228
H -18.000 -16.492 14.540
H -19.138 -15.243 15.042
H -17.343 -14.849 14.771
H -16.619 -15.426 9.443
H -17.638 -14.263 8.872
C -19.542 -23.401 3.743
C -18.452 -24.328 4.357
C -16.992 -23.949 3.930
O -16.796 -24.474 2.632
C -15.442 -24.625 2.391
N -18.632 -24.356 5.840
H -19.571 -23.321 2.657
H -19.379 -22.410 4.126
H -20.510 -23.695 4.164
H -18.605 -25.337 3.873
H -16.379 -24.430 4.634
H -16.889 -22.906 3.917
H -15.251 -25.185 1.517
H -14.893 -25.074 3.280
H -14.870 -23.606 2.225
H -18.517 -23.425 6.217
H -19.415 -24.897 6.196
C -21.629 -23.361 7.756
C -20.468 -23.081 8.768
C -20.470 -21.793 9.499
O -20.743 -20.720 8.607
C -20.826 -19.474 9.260
N -20.217 -24.080 9.815
H -21.290 -24.133 7.039
H -21.823 -22.493 7.150
H -22.594 -23.628 8.173
H -19.593 -23.141 8.126
H -19.454 -21.642 9.948
H -21.115 -21.729 10.414
H -21.113 -18.647 8.610
H -19.857 -19.160 9.735
H -21.498 -19.627 10.114
H -21.092 -24.414 10.256
H -19.852 -24.947 9.390
C -9.763 -20.132 3.852
C -9.750 -21.607 4.359
C -8.723 -21.810 5.499
O -7.403 -21.304 5.106
C -6.643 -22.139 4.298
N -11.060 -22.077 4.786
H -8.842 -20.011 3.273
H -9.766 -19.486 4.727
H -10.629 -19.932 3.236
H -9.415 -22.314 3.577
H -8.551 -22.893 5.772
H -9.008 -21.141 6.333
H -5.635 -21.697 4.377
H -7.038 -22.201 3.237
H -6.595 -23.206 4.730
H -11.088 -23.077 4.951
H -11.773 -21.875 4.126
C -12.933 -19.498 11.610
C -12.443 -18.096 11.921
C -13.654 -17.332 12.593
O -13.512 -15.922 12.637
C -13.699 -15.305 11.358
N -11.244 -18.103 12.690
H -13.715 -19.421 10.879
H -13.538 -19.914 12.425
H -12.138 -20.224 11.385
H -12.266 -17.662 10.941
H -13.824 -17.615 13.646
H -14.589 -17.520 11.962
H -12.728 -15.027 10.949
H -14.213 -14.375 11.578
H -14.166 -15.920 10.625
H -11.181 -18.792 13.462
H -11.089 -17.317 13.316
C -17.214 -20.553 8.138
C -17.401 -20.046 6.676
C -16.247 -20.571 5.874
O -15.118 -19.737 6.291
C -13.937 -20.082 5.543
N -18.664 -20.518 6.046
H -18.259 -20.561 8.510
H -16.707 -19.789 8.754
H -16.759 -21.568 8.296
H -17.333 -18.989 6.768
H -16.416 -20.329 4.771
H -15.952 -21.619 6.122
H -13.432 -21.042 5.777
H -13.144 -19.303 5.662
H -14.177 -19.969 4.481
H -19.432 -20.424 6.700
H -18.888 -20.064 5.135

Cartesian forces (eV/Å) of the 6 atoms listed first:
-1.0 -1.3 0.1
-0.3 -0.5 0.1
1.1 0.9 -0.4
0.8 0.6 0.7
-1.0 -0.5 -1.6
0.3 0.3 -0.2

Here are the Löwdin charges for atoms 1 to 99, given in e:
1. C -0.0284
2. C -0.3230
3. C -0.0849
4. O 0.0489
5. C -0.5512
6. O 0.1534
7. O 0.0528
8. H 0.0847
9. H 0.1001
10. H 0.0880
11. H 0.1522
12. H 0.1478
13. H 0.1500
14. C -0.0166
15. C -0.3478
16. C -0.0724
17. O 0.0094
18. C -0.5583
19. O 0.1657
20. O 0.0824
21. H 0.0976
22. H 0.0766
23. H 0.1000
24. H 0.1289
25. H 0.1209
26. H 0.1353
27. C 0.0136
28. C -0.3153
29. C -0.0669
30. O 0.0602
31. C -0.5749
32. O 0.1402
33. O 0.0368
34. H 0.0588
35. H 0.0592
36. H 0.1050
37. H 0.1174
38. H 0.1267
39. H 0.1101
40. C -0.0226
41. C -0.2793
42. C -0.0560
43. O 0.0321
44. C -0.5687
45. O 0.0881
46. O 0.0858
47. H 0.0969
48. H 0.0964
49. H 0.0668
50. H 0.1383
51. H 0.1119
52. H 0.1181
53. C -0.0259
54. C -0.3054
55. C -0.0379
56. O 0.0514
57. C -0.5417
58. O 0.1067
59. O 0.0658
60. H 0.0718
61. H 0.0893
62. H 0.1038
63. H 0.1583
64. H 0.1327
65. H 0.1446
66. C -0.0208
67. C -0.4352
68. C -0.2349
69. O -0.1923
70. C -0.0672
71. N 0.0648
72. H 0.0657
73. H 0.0646
74. H 0.0576
75. H 0.1182
76. H 0.1142
77. H 0.1077
78. H 0.1009
79. H 0.0787
80. H 0.0853
81. H 0.0716
82. H 0.0626
83. C -0.0530
84. C -0.4036
85. C -0.2534
86. O -0.1796
87. C -0.0836
88. N 0.0309
89. H 0.0532
90. H 0.0860
91. H 0.0632
92. H 0.1397
93. H 0.1056
94. H 0.1221
95. H 0.0997
96. H 0.0647
97. H 0.1069
98. H 0.0726
99. H 0.0614

(2)
DFT (ωB97M-V/def2-TZVPD) results for 12 unconnected molecules or ions with the total composition C52H120Br4N8O8 at a distorted geometry.

Energy   -364300.06013 eV
Multiplicity   1
Total charge   +4

Positions of all 192 atoms, in Å:
C -5.444 -1.324 6.554
C -5.757 -0.856 5.137
C -6.913 0.095 5.002
C -6.998 0.845 3.610
C -5.663 1.534 3.312
C -4.556 0.578 3.132
N -4.543 -0.150 4.528
O -3.605 -0.100 5.175
C -3.172 1.125 3.022
C -4.729 -0.444 2.034
C -6.205 -2.196 4.399
H -5.100 -0.501 7.251
H -4.694 -2.120 6.508
H -6.356 -1.747 6.980
H -6.879 0.783 5.825
H -7.786 -0.549 5.106
H -7.798 1.524 3.639
H -7.265 0.063 2.874
H -5.351 2.238 4.110
H -5.659 2.265 2.467
H -2.979 1.867 3.790
H -2.981 1.477 2.005
H -2.365 0.310 3.163
H -4.735 0.106 1.057
H -5.702 -0.973 2.175
H -4.014 -1.251 1.967
H -6.739 -2.068 3.463
H -6.962 -2.639 5.018
H -5.352 -2.838 4.300
C -1.164 -6.490 0.431
C -2.320 -7.460 0.233
C -3.468 -7.301 1.209
C -4.281 -5.995 1.066
C -4.777 -5.971 -0.343
C -3.820 -5.994 -1.545
N -2.836 -7.149 -1.242
O -2.496 -7.891 -2.115
C -3.040 -4.722 -1.558
C -4.470 -6.398 -2.876
C -1.896 -8.989 0.192
H -0.420 -6.642 -0.379
H -0.719 -6.799 1.369
H -1.477 -5.457 0.456
H -2.979 -7.469 2.156
H -4.220 -8.077 1.178
H -3.600 -5.182 1.200
H -5.059 -5.906 1.909
H -5.251 -5.020 -0.407
H -5.486 -6.794 -0.450
H -3.626 -3.969 -2.135
H -2.073 -4.767 -2.074
H -2.878 -4.273 -0.564
H -3.780 -6.286 -3.674
H -5.303 -5.705 -2.942
H -4.909 -7.380 -2.854
H -1.051 -9.078 -0.452
H -2.609 -9.602 -0.317
H -1.438 -9.257 1.127
C -4.551 0.552 -5.007
C -3.308 0.494 -6.010
C -2.728 -0.928 -6.033
C -3.563 -1.967 -6.716
C -3.757 -1.591 -8.164
C -4.505 -0.353 -8.265
N -3.864 0.739 -7.341
O -3.985 1.924 -7.740
C -5.949 -0.332 -7.753
C -4.543 0.092 -9.679
C -2.307 1.606 -5.637
H -5.228 1.283 -5.384
H -4.118 1.050 -4.096
H -4.928 -0.435 -4.586
H -2.667 -1.099 -4.947
H -1.711 -0.839 -6.483
H -4.616 -2.024 -6.299
H -3.099 -2.961 -6.655
H -4.183 -2.370 -8.771
H -2.743 -1.332 -8.608
H -6.549 -1.011 -8.425
H -6.414 0.621 -7.846
H -6.161 -0.801 -6.779
H -5.248 0.883 -9.873
H -4.774 -0.790 -10.292
H -3.527 0.428 -10.049
H -1.540 1.879 -6.357
H -1.754 1.287 -4.738
H -2.888 2.462 -5.430
C 5.304 5.887 -3.545
C 4.160 4.785 -3.881
C 4.604 3.303 -3.896
C 4.542 2.710 -2.498
C 3.064 2.671 -2.052
C 2.591 4.079 -1.604
N 3.034 5.029 -2.861
O 2.537 6.072 -2.843
C 3.304 4.599 -0.329
C 1.084 4.184 -1.555
C 3.538 5.195 -5.171
H 5.956 5.701 -4.408
H 5.762 5.628 -2.563
H 4.855 6.872 -3.509
H 5.546 3.135 -4.413
H 3.843 2.782 -4.507
H 5.096 3.077 -1.694
H 4.829 1.627 -2.481
H 3.029 2.118 -1.118
H 2.353 2.285 -2.833
H 2.714 5.406 0.155
H 4.308 4.965 -0.446
H 3.221 3.765 0.409
H 0.875 5.188 -1.144
H 0.761 3.503 -0.761
H 0.530 3.868 -2.476
H 2.572 4.600 -5.262
H 4.091 4.859 -6.050
H 3.288 6.237 -5.283
C 2.467 11.578 8.220
C 3.216 10.330 7.812
C 2.828 9.924 6.437
O 3.681 8.867 6.031
C 3.690 8.506 4.647
N 4.683 10.739 7.757
H 5.191 10.715 8.689
H 5.089 10.003 7.098
H 4.823 11.580 7.210
H 2.415 12.356 7.432
H 2.829 12.031 9.159
H 1.416 11.379 8.423
H 3.073 9.557 8.555
H 3.060 10.779 5.676
H 1.731 9.688 6.424
H 3.646 9.375 3.975
H 2.710 7.999 4.393
H 4.539 7.834 4.539
C 0.254 -2.280 8.208
C 1.458 -1.492 7.754
C 2.758 -2.273 7.595
O 3.663 -1.272 7.035
C 5.054 -1.639 7.135
N 1.171 -0.869 6.385
H 0.471 -0.159 6.621
H 2.075 -0.453 6.053
H 0.714 -1.450 5.651
H -0.027 -3.039 7.533
H -0.629 -1.582 8.302
H 0.479 -2.634 9.222
H 1.630 -0.654 8.432
H 2.728 -3.193 6.985
H 3.159 -2.485 8.584
H 5.170 -1.979 8.110
H 5.619 -0.749 6.889
H 5.272 -2.455 6.427
C 2.289 -1.713 1.370
C 1.340 -1.751 0.219
C 0.538 -3.103 -0.005
O -0.532 -2.816 -0.826
C -0.237 -2.611 -2.200
N 0.277 -0.713 0.460
H -0.084 -0.851 1.372
H 0.645 0.261 0.605
H -0.543 -0.662 -0.121
H 2.904 -0.828 1.396
H 3.053 -2.593 1.251
H 1.839 -1.713 2.398
H 1.851 -1.501 -0.716
H 0.217 -3.378 1.003
H 1.253 -3.881 -0.384
H 0.539 -3.305 -2.621
H 0.100 -1.619 -2.457
H -1.210 -2.652 -2.731
C 7.277 -0.541 -2.809
C 7.416 -1.635 -3.892
C 8.720 -2.069 -4.501
O 8.421 -3.213 -5.221
C 9.395 -3.471 -6.265
N 6.707 -2.845 -3.353
H 6.701 -3.561 -4.092
H 7.138 -3.203 -2.544
H 5.712 -2.639 -3.173
H 7.766 0.394 -3.175
H 7.885 -0.769 -1.896
H 6.233 -0.330 -2.643
H 6.778 -1.384 -4.718
H 9.490 -2.162 -3.766
H 8.898 -1.161 -5.151
H 9.494 -2.557 -6.863
H 8.965 -4.276 -6.844
H 10.396 -3.762 -5.881
Br 3.746 -1.533 -2.735
Br -2.680 0.034 -1.075
Br 1.604 1.819 1.534
Br -0.839 -1.918 4.039

Cartesian forces (eV/Å) of the 6 atoms listed first:
0.5 1.1 0.6
-0.8 -1.6 -0.8
-0.6 0.7 -1.0
1.2 -1.8 1.0
-0.7 2.1 -0.3
1.8 -1.7 0.2

Here are the Löwdin charges for atoms 1 to 99, given in e:
1. C -0.0215
2. C -0.4230
3. C -0.1075
4. C -0.1086
5. C -0.1254
6. C -0.4693
7. N 0.0119
8. O 0.1777
9. C -0.0407
10. C -0.0345
11. C 0.0016
12. H 0.1170
13. H 0.0977
14. H 0.1039
15. H 0.1232
16. H 0.1309
17. H 0.1018
18. H 0.1112
19. H 0.1419
20. H 0.1579
21. H 0.0925
22. H 0.0900
23. H 0.0449
24. H 0.0611
25. H 0.0641
26. H 0.0840
27. H 0.0743
28. H 0.0904
29. H 0.0876
30. C 0.0117
31. C -0.3844
32. C -0.1274
33. C -0.1571
34. C -0.1356
35. C -0.4264
36. N 0.0324
37. O 0.2155
38. C -0.0170
39. C 0.0089
40. C 0.0137
41. H 0.1184
42. H 0.1101
43. H 0.0651
44. H 0.1326
45. H 0.1283
46. H 0.0902
47. H 0.1617
48. H 0.1270
49. H 0.1395
50. H 0.1245
51. H 0.0961
52. H 0.0908
53. H 0.0864
54. H 0.1066
55. H 0.0977
56. H 0.0729
57. H 0.0917
58. H 0.1031
59. C 0.0238
60. C -0.4353
61. C -0.1287
62. C -0.1694
63. C -0.1533
64. C -0.4871
65. N 0.0451
66. O 0.2026
67. C 0.0010
68. C -0.0237
69. C -0.0003
70. H 0.0797
71. H 0.0846
72. H 0.1208
73. H 0.1287
74. H 0.1476
75. H 0.1249
76. H 0.1318
77. H 0.1420
78. H 0.1623
79. H 0.1360
80. H 0.0929
81. H 0.0861
82. H 0.0951
83. H 0.1184
84. H 0.1291
85. H 0.0971
86. H 0.1081
87. H 0.0742
88. C 0.0400
89. C -0.4244
90. C -0.1091
91. C -0.1652
92. C -0.1356
93. C -0.4054
94. N 0.0103
95. O 0.2110
96. C -0.0181
97. C -0.0337
98. C -0.0432
99. H 0.1030